DFT (ωB97M-V/def2-TZVPD) results for a cluster of 11 separate species, C5H33NO11 in total at a distorted geometry.

- Structure (SMILES): CN[C@H](C)CCO.O.O.O.O.O.O.O.O.O.O
- HOMO level: -10.08 eV
- Lowest unoccupied orbital energy: 0.30 eV
- Energy relative to the best compared isomer or geometry (same formula, charge and spin): 10.1 kcal/mol
- Maximum force: 1.15 eV/A
- Total energy: -1092.74079 a.u.

Geometry as ORCA input:
```
! wB97M-V def2-TZVPD RIJCOSX def2/J DEFGRID3
* xyz 0 1
C 1.34 3.34 0.66
N 0.60 2.07 0.53
C 0.54 1.60 -0.88
C -0.75 2.11 -1.53
C 0.59 0.07 -0.94
C 2.01 -0.48 -0.97
O 2.29 -1.08 -2.23
H 1.34 3.60 1.72
H 2.37 3.23 0.33
H 0.85 4.10 0.07
H 1.02 1.34 1.09
H 1.41 1.97 -1.43
H -0.91 3.19 -1.40
H -1.62 1.63 -1.10
H -0.75 1.90 -2.58
H 0.00 -0.30 -0.11
H 0.05 -0.27 -1.83
H 2.80 0.30 -0.91
H 2.15 -1.25 -0.19
H 1.70 -1.83 -2.40
O -1.10 -3.42 -0.87
H -1.16 -3.05 -1.75
H -1.51 -2.77 -0.25
O -1.49 -0.16 2.95
H -1.68 0.67 2.42
H -0.51 -0.27 2.96
O -3.90 0.54 0.25
H -4.27 1.03 -0.48
H -3.26 1.12 0.70
O -1.00 -4.19 1.81
H -0.85 -4.55 0.92
H -1.59 -3.43 1.65
O -2.26 -1.89 1.05
H -1.97 -1.29 1.80
H -3.00 -1.38 0.67
O 2.00 3.44 -3.71
H 1.87 2.48 -3.91
H 1.36 3.62 -3.02
O 1.27 -3.15 2.75
H 1.41 -3.67 3.54
H 0.44 -3.55 2.36
O 1.22 -0.49 2.99
H 1.27 -1.48 2.88
H 1.63 -0.32 3.84
O 1.62 0.78 -4.17
H 2.19 0.59 -4.93
H 1.89 0.14 -3.47
O -2.00 2.09 1.46
H -1.06 2.13 1.08
H -2.12 2.90 1.96
*
```

DFT (ωB97M-V/def2-TZVPD) results for a cluster of 12 separate species, C5H33NO12 in total at a distorted geometry.

- Structure (SMILES): CC[C@@H](C=O)NC.O.O.O.O.O.O.O.O.O.O.O
- HOMO level: -9.25 eV
- Lowest unoccupied orbital energy: -0.05 eV
- Energy relative to the best compared isomer or geometry (same formula, charge and spin): 75.4 kcal/mol
- Maximum force: 2.39 eV/A
- Total energy: -1167.90350 a.u.

Geometry as ORCA input:
```
! wB97M-V def2-TZVPD RIJCOSX def2/J DEFGRID3
* xyz 0 1
C -3.07 -1.90 -1.83
C -2.08 -1.24 -0.80
C -2.72 -0.05 -0.11
C -4.02 -0.51 0.54
O -5.09 0.01 0.39
N -1.90 0.32 1.06
C -1.95 1.77 1.33
H -3.81 -1.15 -2.11
H -3.67 -2.72 -1.46
H -2.42 -2.22 -2.64
H -1.20 -0.94 -1.36
H -1.91 -1.97 -0.01
H -3.05 0.80 -0.73
H -3.93 -1.48 1.09
H -0.92 0.13 0.84
H -2.20 2.43 0.51
H -1.11 2.07 1.95
H -2.90 1.90 1.89
O 1.48 -1.20 2.77
H 1.26 -1.76 2.01
H 2.28 -1.55 3.18
O 1.52 -2.25 0.36
H 2.06 -1.71 -0.26
H 1.46 -3.08 -0.12
O -0.15 1.06 -2.61
H -0.41 1.39 -1.74
H -1.00 1.15 -3.06
O 1.04 1.02 -0.10
H 1.96 1.28 -0.09
H 1.02 0.11 0.20
O 3.59 0.66 1.09
H 2.98 0.68 1.88
H 4.32 1.20 1.42
O 0.48 -1.40 -3.71
H 0.44 -2.02 -2.98
H 0.37 -0.54 -3.25
O 4.07 0.64 -1.85
H 3.92 0.64 -0.89
H 3.46 1.32 -2.11
O 1.76 1.50 2.80
H 2.27 1.68 3.59
H 1.28 0.64 2.90
O -0.65 -0.05 3.84
H -0.42 -0.82 3.33
H -1.44 0.45 3.66
O -0.33 3.77 -1.07
H 0.54 3.35 -1.18
H -0.31 3.93 -0.12
O 2.72 -1.82 -1.97
H 2.95 -1.04 -2.48
H 3.42 -2.47 -1.97
*
```

no.,Kohn-Sham gap (Eh)
1,0.3816
2,0.3379